1.
A 2-piece molecular cluster, C2H7N overall in a non-equilibrium geometry. Source: OMol25; level of theory: wB97M-V/def2-TZVPD.

Relative energy (zero: lowest compared OMol25 entry of this formula, charge and spin), kJ/mol: 124.12
Gap between HOMO and LUMO, eV: 10.9
Structure (SMILES): C=C.N
Total energy, Ha: -135.097712

The geometry in XYZ format:
```
10
C2H7N, DFT wB97M-V/def2-TZVPD
H 0.59613 -0.13162 -4.56516
H 0.06213 -1.07987 1.28064
C -0.28574 0.02616 3.13073
N 0.81493 0.40427 -3.74462
H -1.63798 -0.89512 1.93701
H -0.01642 0.64414 -3.23059
H 1.40025 1.20833 -3.88632
C -0.60275 -0.61113 1.99581
H 0.67384 0.51877 3.15079
H -1.00439 -0.08392 3.93172
```



2.
C19H47N3NaO8P as an isolated structure in a non-equilibrium geometry. Source: OMol25; level of theory: wB97M-V/def2-TZVPD.

Relative energy (zero: lowest compared OMol25 entry of this formula, charge and spin), kJ/mol: 118.37
Gap between HOMO and LUMO, eV: 2.7
Total charge: -2
Total energy, Ha: -2022.003256

The geometry in XYZ format:
```
79
C19H47N3NaO8P, DFT wB97M-V/def2-TZVPD
H 3.50771 -3.90072 1.07294
H 1.10519 4.88748 1.51670
O 2.91283 3.03305 -1.52622
H -0.79449 -1.94041 -1.32299
H 2.58389 2.25213 2.38831
C 2.88067 -3.83793 0.18356
N -1.33626 0.42286 0.81465
H -2.76684 -0.58673 -1.25252
H 1.83689 4.57734 3.01492
H 1.32552 -5.01616 -1.57758
H 2.36247 -0.55393 1.05576
H 1.47929 -2.15982 -4.04802
C -0.44995 -2.97451 -1.31825
H 2.81294 4.56130 1.59060
N 1.89487 -2.19061 -1.40089
H 1.03001 -3.30156 1.69108
C -3.38143 0.19639 2.03301
N 1.28842 2.24632 0.70786
H -2.70089 5.93561 -0.02315
H 0.71721 2.53005 3.97043
C -2.11488 5.05003 0.22268
H -2.76953 4.54269 0.93129
H -1.43932 4.64728 -1.73278
H -5.76470 0.06093 -1.64822
H -4.87453 -1.34256 -2.28715
H -0.43398 2.57531 2.72208
C 0.86700 -2.65331 0.83009
H -3.53490 0.77636 -0.61526
H 2.30606 -4.76137 0.25542
C 1.38128 0.00818 3.72767
H 2.84463 -1.01725 -2.31510
H -1.56350 1.33890 0.45500
C -1.98358 4.10968 -0.95633
H 0.01246 -4.54078 0.22386
H 3.76315 -1.08652 0.01684
H 0.44555 2.72815 0.42945
H -3.33342 1.28470 1.99585
H -2.91442 3.91024 -1.48723
C 0.87198 -2.97007 -2.12420
H 1.19527 -1.03933 3.49060
O 0.46107 2.30163 -2.31021
C 2.96409 -1.38784 0.69420
H -0.92265 0.55870 1.72601
H 2.36982 0.19791 3.30946
C -2.52760 -0.33487 0.93117
H -6.34751 -1.51459 -1.26881
H -3.02269 0.03560 3.04965
O -4.55505 -1.08055 -0.28989
C 2.14704 -2.49094 0.02796
H -4.42317 -0.12258 2.06666
H -1.10985 -3.34759 0.62782
H 3.48953 -1.77824 1.56575
C -5.42778 -0.95302 -1.43259
H 0.26695 -1.17320 -3.37644
H -0.71301 2.74995 -1.19516
O -1.28318 3.03287 -0.47651
O 2.52941 0.86731 -2.65367
H -1.18895 -3.62383 -1.78768
O 3.03513 -1.93954 -2.12887
H -0.13542 -2.80101 -4.06994
H -2.23229 -1.37349 1.08010
C 0.56017 -2.21927 -3.46511
H 3.61064 -3.95236 -0.61779
C 0.54449 2.15834 2.96043
C 1.65125 2.67974 2.02028
P 2.02882 2.30775 -2.61076
Na 0.83384 0.37097 -0.96091
C 1.26724 -4.35312 -2.44077
H 0.57914 -4.76844 -3.17705
C 1.84760 4.23722 1.97940
C -3.32541 -0.26560 -0.37333
H 1.35545 0.08664 4.81454
H 0.57623 -1.64736 1.13278
H 2.28403 -4.41693 -2.82830
O 0.42454 0.73891 2.92953
C -0.16175 -3.47143 0.10449
O 2.39299 3.05772 -3.91515
H -1.12831 5.32534 0.59549
H 2.01645 2.50781 0.05848
```



3.
C18H32O2 as an isolated structure in a non-equilibrium geometry. Source: OMol25; level of theory: wB97M-V/def2-TZVPD.

Relative energy (zero: lowest compared OMol25 entry of this formula, charge and spin), kJ/mol: 1676.66
Gap between HOMO and LUMO, eV: 8.8
Total energy, Ha: -854.909267

The geometry in XYZ format:
```
52
C18H32O2, DFT wB97M-V/def2-TZVPD
H -2.83489 1.93927 2.33901
H -1.17825 -0.50604 0.86498
H -0.13340 -3.55196 1.26015
H -1.86822 -3.04664 1.08492
H -0.02504 2.98373 -2.02252
H 1.50648 1.11552 -2.33892
H 0.01977 -2.03189 3.30098
H 5.60665 -2.09659 0.19250
H 0.61892 -1.25616 1.14147
H -1.66418 -1.52609 3.14351
H 3.32118 1.76910 -0.95174
H -3.45434 -3.19016 -1.16207
C -4.05002 -1.16948 -1.00342
C -0.74932 -2.62975 0.77200
H 3.30936 -0.69099 -1.87688
H -1.40488 -0.96842 -1.25762
H 0.26686 -2.68148 -0.91654
C -3.71023 0.96034 0.57947
H -0.53730 -0.29632 3.34293
H 2.37428 1.25345 0.61430
O 4.67227 0.00939 1.05373
H -0.14195 1.44503 1.05140
H 0.25238 4.42627 0.10208
C 2.92932 -0.25381 -0.66828
H -2.18635 3.52538 -0.04148
C -1.81558 2.31233 0.11100
H 2.29492 -0.90113 -0.60471
O 4.75119 -1.73094 -0.58839
H -5.13886 -1.45472 -0.43297
C 0.50023 3.32077 0.28064
H 1.69424 3.59169 -1.71672
C -3.76687 0.24835 -0.86863
C 1.26742 1.33811 -1.27477
C 4.24747 -0.59125 0.06061
C -3.09412 -2.08100 -1.30647
H -4.33186 0.31122 1.27720
H 1.47079 3.23575 0.71715
H 0.41729 0.71236 -0.89199
C -0.61606 -1.34193 2.98354
H -0.55001 3.16680 1.94685
C -0.66452 -2.84237 -0.74252
C -0.48175 2.51451 0.78530
H -1.71504 2.17752 -0.74502
C -2.92587 1.78506 0.91202
C 0.91742 2.69608 -1.20821
C -0.38730 -1.36785 1.37736
H -1.57175 -1.96896 -2.64148
C -1.71963 -1.98579 -1.33332
H -4.81198 0.89991 -1.18778
H -2.87261 0.51919 -1.30521
H -0.90214 -4.01312 -1.18378
C 2.68052 1.18692 -0.63620
```



4.
One molecule with the formula C2H7N3O in a non-equilibrium geometry. Source: OMol25; level of theory: wB97M-V/def2-TZVPD.

Relative energy (zero: lowest compared OMol25 entry of this formula, charge and spin), kJ/mol: 459.18
Gap between HOMO and LUMO, eV: 9.8
Structure (SMILES): C[C@@]1([O-])N[N@@H+]1N
Total energy, Ha: -319.774890

The geometry in XYZ format:
```
13
C2H7N3O, DFT wB97M-V/def2-TZVPD
O 1.30734 -0.76218 -1.12108
N -1.87014 -0.49853 -0.67393
H -1.44365 0.39712 1.07878
C 0.78520 -0.14273 -0.14078
N 0.36115 -1.03488 0.82271
H 0.88512 1.95088 -0.45402
H 2.33590 1.24528 0.27184
N -0.97918 -0.02981 0.28320
H 0.13620 -1.95038 0.43058
H -2.24833 -1.42047 -0.46180
H -1.38618 -0.50103 -1.57055
H 0.86789 1.51640 1.25750
C 1.24868 1.23034 0.27754
```